{
  "formula": "C45H36Br4NO5P3V",
  "method": "ωB97M-V/def2-TZVPD",
  "elements": ["V", "Br", "C", "C", "Br", "C", "Br", "C", "O", "C", "O", "C", "Br", "N", "P", "C", "C", "C", "C", "C", "C", "C", "C", "C", "C", "C", "C", "P", "C", "C", "C", "C", "C", "C", "C", "C", "C", "C", "C", "C", "H", "H", "H", "H", "H", "H", "H", "H", "H", "H", "H", "H", "H", "H", "H", "H", "H", "H", "H", "H", "H", "O", "C", "O", "C", "P", "C", "C", "C", "C", "C", "C", "C", "C", "C", "C", "C", "C", "H", "H", "H", "H", "H", "H", "H", "H", "H", "H", "H", "H", "C", "O", "H", "H", "H"],
  "coordinates": [[0.43183, 0.31460, -0.62376], [-2.86500, -4.63310, -4.29340], [-1.86462, -3.73939, -2.96083], [-1.34394, -4.43354, -1.88235], [-1.62881, -6.29544, -1.71028], [-0.58958, -3.75871, -0.91056], [0.22186, -4.66525, 0.53868], [-0.35154, -2.38693, -1.00441], [0.37998, -1.69337, -0.18231], [-0.91644, -1.66488, -2.10907], [-0.63206, -0.39120, -2.16510], [-1.64147, -2.35750, -3.07256], [-2.26058, -1.34853, -4.55068], [-1.75960, 1.56192, 2.09260], [-1.86295, 0.63474, 0.68804], [-2.83399, -0.78633, 1.27042], [-4.22569, -0.76095, 1.35978], [-4.91010, -1.85602, 1.86532], [-4.20923, -2.98169, 2.27788], [-2.82408, -3.01121, 2.18995], [-2.13565, -1.91627, 1.68986], [-3.06274, 1.53847, -0.33775], [-3.49490, 0.93984, -1.52156], [-4.37723, 1.60471, -2.35806], [-4.82852, 2.87520, -2.02537], [-4.39501, 3.47798, -0.85476], [-3.51368, 2.81278, -0.01203], [-0.31506, 2.33333, 2.59864], [-1.12488, 3.57228, 3.70874], [-1.47614, 3.33548, 5.03716], [-2.13340, 4.30797, 5.77899], [-2.44958, 5.53066, 5.20376], [-2.10034, 5.78063, 3.88389], [-1.43761, 4.81003, 3.14745], [0.34251, 1.16249, 3.84790], [-0.33359, 0.02076, 4.26796], [0.24110, -0.83715, 5.19560], [1.49960, -0.56359, 5.70920], [2.19079, 0.56022, 5.27749], [1.62128, 1.41101, 4.34412], [-2.52561, 1.47868, 2.74965], [-4.77423, 0.10853, 1.01604], [-5.99147, -1.83501, 1.92588], [-4.74643, -3.84281, 2.65668], [-2.27250, -3.89402, 2.48540], [-1.05551, -1.94308, 1.59812], [-3.12997, -0.03967, -1.79882], [-4.69875, 1.13142, -3.27746], [-5.51296, 3.39705, -2.68360], [-4.74055, 4.47182, -0.59509], [-3.16694, 3.28444, 0.89911], [-1.22698, 2.38587, 5.49537], [-2.39877, 4.10985, 6.81052], [-2.96107, 6.28886, 5.78386], [-2.33722, 6.73564, 3.43069], [-1.15364, 5.00839, 2.11862], [-1.30410, -0.22183, 3.85106], [-0.29273, -1.72761, 5.50485], [1.95325, -1.23807, 6.42527], [3.19006, 0.75765, 5.64521], [2.19040, 2.25127, 3.96345], [3.60599, 1.29348, 1.67550], [2.90765, 0.60111, 0.94884], [1.62795, 0.54311, 0.95633], [3.57227, -0.33793, -0.08323], [2.63360, -0.18826, -1.63024], [3.46519, 1.03205, -2.69145], [4.83823, 1.26342, -2.69327], [5.38876, 2.18093, -3.57532], [4.57368, 2.86510, -4.46720], [3.20561, 2.63982, -4.47042], [2.65060, 1.73293, -3.57951], [2.82838, -1.75040, -2.54399], [1.87170, -2.02864, -3.51976], [1.90410, -3.23100, -4.20835], [2.89387, -4.16275, -3.92696], [3.85214, -3.88840, -2.96151], [3.81893, -2.68699, -2.26869], [3.38416, -1.35693, 0.26693], [4.64415, -0.16763, -0.14875], [5.48176, 0.73108, -2.00428], [6.45628, 2.36269, -3.56721], [5.00615, 3.58175, -5.15452], [2.56535, 3.17999, -5.15639], [1.57715, 1.57513, -3.55304], [1.08230, -1.31096, -3.71458], [1.13847, -3.44766, -4.94308], [2.90954, -5.11079, -4.45027], [4.61935, -4.61864, -2.73562], [4.55854, -2.48834, -1.50213], [0.85764, 3.30829, -0.99185], [0.18214, 2.09969, -0.95166], [0.14963, 4.14386, -1.08246], [1.55414, 3.37188, -1.83978], [1.43766, 3.46180, -0.07087]],
  "lowdin_charge": [0.731, 0.668, -0.771, -0.764, 0.670, -0.635, 0.744, -0.440, -0.234, -0.456, -0.241, -0.653, 0.738, -0.397, 1.002, -0.324, -0.081, -0.089, -0.087, -0.078, -0.102, -0.342, -0.083, -0.076, -0.099, -0.095, -0.087, 1.029, -0.353, -0.085, -0.093, -0.104, -0.098, -0.118, -0.382, -0.098, -0.089, -0.100, -0.085, -0.104, 0.074, 0.103, 0.098, 0.098, 0.088, 0.087, 0.085, 0.098, 0.095, 0.096, 0.084, 0.098, 0.098, 0.095, 0.097, 0.096, 0.084, 0.098, 0.094, 0.100, 0.102, 0.033, -0.678, -0.197, -0.214, 1.086, -0.320, -0.075, -0.089, -0.094, -0.082, -0.102, -0.315, -0.080, -0.063, -0.084, -0.088, -0.081, 0.101, 0.080, 0.099, 0.099, 0.097, 0.104, 0.110, 0.097, 0.110, 0.100, 0.098, 0.099, -0.217, -0.438, 0.071, 0.056, 0.071],
  "homo_lumo_gap_ev": [6.75, 6.96],
  "charge": -1,
  "relative_energy_kcal_mol": 0.0,
  "fmax_ha_per_bohr": 0.0149,
  "e_tot_ha": -14431.7688,
  "multiplicity": 3,
  "e_homo_ev": [-4.41, -4.61]
}

***

{
  "formula": "C27H34ClN4O7STl",
  "method": "ωB97M-V/def2-TZVPD",
  "elements": ["Tl", "O", "C", "C", "C", "N", "C", "C", "C", "O", "O", "C", "O", "O", "H", "H", "H", "O", "C", "C", "C", "C", "C", "C", "N", "H", "H", "H", "H", "H", "H", "H", "H", "H", "H", "H", "C", "N", "C", "C", "N", "C", "S", "H", "H", "H", "H", "H", "H", "H", "H", "Cl", "C", "C", "C", "C", "C", "C", "C", "H", "H", "H", "H", "H", "H", "C", "O", "C", "C", "H", "H", "H", "H", "H", "H"],
  "coordinates": [[-0.67917, 1.38734, 1.69985], [-7.07783, -0.08097, 0.24129], [-5.74853, 0.19321, 0.50918], [-5.36930, 1.43276, 1.01723], [-3.98611, 1.67981, 1.23583], [-3.06760, 0.80427, 1.00097], [-3.38236, -0.53062, 0.56380], [-4.81359, -0.77043, 0.26349], [-2.85027, -1.53972, 1.72645], [-3.59511, -2.48877, 1.99468], [-1.72182, -1.25472, 2.15388], [-3.57591, 3.07154, 1.79029], [-4.46892, 3.92787, 1.79973], [-2.39456, 3.16976, 2.20451], [-7.57672, 0.72024, 0.42956], [-6.06886, 2.22773, 1.23323], [-5.11676, -1.73468, -0.11551], [2.10722, 0.80700, 4.16453], [2.47971, -0.32930, 4.32436], [3.86622, -0.68475, 4.82033], [4.57929, -1.41314, 3.65624], [4.08758, -1.01107, 2.24743], [2.86414, -1.78062, 1.72173], [1.54767, -1.42522, 2.41925], [1.75005, -1.42088, 3.87270], [3.81253, -1.32150, 5.70715], [4.37729, 0.23837, 5.09023], [4.45967, -2.49506, 3.77395], [5.65209, -1.21732, 3.72968], [4.91095, -1.15702, 1.54276], [3.86102, 0.06028, 2.22579], [3.05202, -2.85760, 1.82704], [2.76207, -1.57534, 0.65477], [0.74658, -2.12134, 2.17409], [1.20895, -0.43248, 2.13124], [2.15181, -2.29953, 4.17823], [0.84582, 1.77050, -4.11662], [1.87314, 2.04797, -3.13423], [2.53704, 3.32752, -3.36715], [1.97385, 4.22993, -2.28427], [2.02226, 3.30841, -1.16335], [1.46945, 2.03842, -1.68841], [-0.34575, 1.95500, -1.38320], [0.20455, 2.63636, -4.33332], [0.19141, 0.98343, -3.75349], [1.32417, 1.44400, -5.04499], [2.35245, 3.67397, -4.38673], [3.62135, 3.23366, -3.22576], [0.94620, 4.53611, -2.53136], [2.58383, 5.11834, -2.09826], [1.40871, 3.59789, -0.40981], [-3.71206, -5.42164, -4.34414], [-3.35040, -4.08751, -3.25946], [-3.28921, -4.31847, -1.89675], [-3.00749, -3.26487, -1.04140], [-2.79568, -1.97654, -1.53685], [-2.46055, -0.80618, -0.65632], [-2.86600, -1.78260, -2.91409], [-3.13820, -2.82781, -3.78383], [-3.46051, -5.31297, -1.50726], [-2.98104, -3.43549, 0.02654], [-2.43415, 0.09498, -1.26957], [-1.44571, -0.92535, -0.26299], [-2.69591, -0.78932, -3.30825], [-3.18468, -2.66666, -4.85176], [3.94728, 1.64718, 0.21409], [2.69632, 0.98135, 0.20457], [2.07298, 0.86925, -1.00854], [1.91437, -0.50279, -1.54435], [4.75859, 0.90999, 0.15516], [4.02891, 2.19092, 1.15560], [4.02074, 2.35771, -0.60901], [2.82838, -0.87919, -2.02524], [1.11069, -0.53119, -2.27924], [1.65138, -1.20243, -0.74595]],
  "lowdin_charge": [0.869, 0.023, -0.303, 0.058, -0.182, 0.075, -0.351, 0.079, -0.641, -0.021, -0.098, -0.659, -0.032, -0.197, 0.086, 0.106, 0.123, 0.072, -0.512, -0.114, -0.189, -0.190, -0.168, -0.190, 0.069, 0.107, 0.109, 0.098, 0.097, 0.105, 0.095, 0.109, 0.072, 0.112, 0.006, 0.117, -0.171, -0.159, -0.199, -0.222, -0.042, -0.804, 0.474, 0.068, 0.028, 0.071, 0.103, 0.101, 0.100, 0.101, 0.091, 0.584, -0.679, -0.108, -0.009, -0.190, -0.096, -0.023, -0.121, 0.098, 0.107, 0.069, 0.108, 0.115, 0.095, -0.099, -0.159, -0.357, -0.046, 0.074, 0.090, 0.071, 0.078, 0.062, 0.060],
  "homo_lumo_gap_ev": [5.64, 4.94],
  "charge": -2,
  "relative_energy_kcal_mol": 37.5,
  "fmax_ha_per_bohr": 0.0118,
  "e_tot_ha": -2825.8349,
  "e_homo_ev": [-1.63, -0.94]
}

***

{
  "formula": "C22H56Cl4O20P4",
  "method": "ωB97M-V/def2-TZVPD",
  "elements": ["C", "Cl", "Cl", "H", "H", "C", "Cl", "Cl", "H", "H", "C", "O", "P", "O", "O", "C", "O", "C", "H", "H", "H", "H", "H", "H", "H", "H", "H", "C", "O", "P", "O", "O", "C", "O", "C", "H", "H", "H", "H", "H", "H", "H", "H", "H", "C", "O", "P", "O", "O", "C", "O", "C", "H", "H", "H", "H", "H", "H", "H", "H", "H", "C", "O", "P", "O", "O", "C", "O", "C", "H", "H", "H", "H", "H", "H", "H", "H", "H", "O", "C", "O", "C", "C", "C", "H", "H", "H", "H", "H", "H", "H", "H", "O", "C", "O", "C", "C", "C", "H", "H", "H", "H", "H", "H", "H", "H"],
  "coordinates": [[8.61978, -1.68454, -1.11200], [9.39312, -1.47566, -2.64945], [7.66475, -0.29950, -0.60246], [7.96754, -2.55432, -1.19048], [9.40376, -1.84446, -0.37179], [5.89796, -1.55753, 4.31724], [4.29609, -1.84469, 3.55722], [6.94823, -2.94207, 4.06839], [6.23567, -0.69431, 3.74373], [5.84090, -1.33515, 5.38279], [6.80327, -10.10134, 2.22511], [7.29598, -11.32143, 2.70927], [7.62560, -12.42335, 1.50746], [8.23592, -11.79896, 0.27595], [6.22599, -13.29651, 1.43025], [5.78681, -13.92687, 2.67323], [8.69484, -13.45378, 2.20878], [9.28074, -14.45910, 1.38882], [7.00765, -9.82466, 1.19081], [7.32667, -9.33422, 2.79577], [5.75322, -9.88835, 2.42543], [5.96938, -14.97435, 2.43335], [4.71443, -13.82421, 2.83922], [6.29133, -13.75949, 3.62484], [8.48611, -15.16794, 1.15604], [10.12063, -14.93917, 1.89104], [9.65568, -14.06707, 0.44337], [2.72707, 5.37527, 0.07238], [2.88480, 5.02187, -1.27180], [1.68463, 4.40330, -2.20006], [0.74512, 5.37533, -2.76956], [2.53868, 3.60596, -3.35174], [1.84337, 2.73605, -4.24840], [1.02753, 3.19492, -1.35498], [1.98062, 2.27958, -0.70434], [2.82755, 6.45507, 0.18201], [3.38952, 4.69431, 0.60677], [1.76080, 5.25949, 0.56332], [0.98097, 2.19791, -3.85498], [2.43541, 1.92910, -4.68017], [1.51537, 3.39363, -5.05345], [1.69476, 2.03722, 0.31921], [3.00579, 2.64934, -0.68461], [2.02064, 1.41177, -1.36266], [8.17059, -3.88721, 14.46399], [7.80221, -3.36843, 13.15979], [9.04550, -2.61078, 12.36726], [9.48830, -1.36072, 13.01284], [8.63869, -2.39419, 10.82667], [9.49247, -1.67585, 9.97186], [10.05101, -3.85672, 12.09939], [11.43395, -3.64656, 11.74997], [7.33596, -3.86499, 15.16470], [9.04537, -3.36349, 14.84943], [8.45609, -4.93881, 14.43716], [10.03407, -2.29673, 9.25821], [10.31390, -1.19985, 10.50738], [8.95565, -0.82157, 9.55938], [11.78654, -4.56671, 11.28404], [12.10446, -3.33954, 12.55262], [11.54228, -2.87674, 10.98595], [11.14766, 4.98751, 5.87494], [10.41998, 5.44147, 4.76361], [10.41779, 4.62363, 3.37614], [10.15612, 3.15633, 3.44050], [9.37271, 5.38575, 2.47421], [9.27415, 5.01948, 1.12524], [11.92506, 4.98052, 2.78052], [12.28225, 6.30276, 2.35925], [11.86600, 4.23297, 5.55438], [10.42742, 4.63625, 6.61385], [11.67374, 5.78069, 6.40616], [9.92754, 4.16473, 0.95039], [9.47098, 5.90522, 0.52124], [8.23179, 4.73730, 0.97713], [13.15535, 6.70792, 2.87073], [11.45339, 6.98563, 2.54572], [12.33920, 6.29813, 1.27075], [1.35408, -7.20778, -1.15117], [1.36718, -8.12407, -0.36705], [0.98729, -8.04464, 0.87839], [0.41111, -6.87532, 1.41268], [0.55593, -6.89210, 3.00595], [1.89383, -9.47232, -0.60602], [-0.64240, -6.67536, 1.21718], [0.99889, -5.99374, 1.15691], [0.16975, -6.02480, 3.54144], [1.52408, -7.25494, 3.35110], [-0.16247, -7.64370, 3.33322], [2.92768, -9.56160, -0.27246], [1.72814, -9.60805, -1.67477], [1.29788, -10.13805, 0.01829], [2.72916, 0.73410, 8.19947], [3.12584, 0.06181, 9.18098], [3.66898, 0.53968, 10.33650], [4.08315, 1.86110, 10.48625], [4.23022, 2.26167, 11.97240], [2.95513, -1.39760, 9.11169], [3.38510, 2.46893, 9.91059], [4.94679, 1.99203, 9.83425], [4.47685, 3.32169, 12.03278], [4.94348, 1.56510, 12.41301], [3.23195, 2.08280, 12.37187], [2.35242, -1.82693, 9.91201], [3.97607, -1.77878, 9.08958], [2.36298, -1.63626, 8.22825]],
  "lowdin_charge": [-1.083, 0.528, 0.501, 0.027, 0.026, -1.014, 0.463, 0.501, 0.019, 0.030, -0.153, -0.221, 0.548, -0.258, -0.237, -0.097, -0.245, -0.109, 0.082, 0.087, 0.085, 0.083, 0.087, 0.089, 0.084, 0.091, 0.083, -0.133, -0.233, 0.449, -0.229, -0.234, -0.113, -0.232, -0.072, 0.095, 0.091, 0.090, 0.085, 0.086, 0.090, 0.094, 0.078, 0.088, -0.105, -0.221, 0.468, -0.235, -0.217, -0.134, -0.228, -0.087, 0.089, 0.080, 0.082, 0.094, 0.072, 0.095, 0.093, 0.092, 0.062, -0.112, -0.222, 0.438, -0.244, -0.223, -0.101, -0.241, -0.104, 0.090, 0.091, 0.088, 0.092, 0.095, 0.095, 0.091, 0.078, 0.087, 0.110, -0.598, -0.004, -0.195, -0.059, 0.022, 0.124, 0.114, 0.070, 0.070, 0.058, 0.097, 0.098, 0.092, 0.053, -0.487, -0.020, -0.260, -0.039, 0.006, 0.114, 0.123, 0.078, 0.077, 0.076, 0.092, 0.096, 0.091],
  "homo_lumo_gap_ev": 10.46,
  "smiles": "COP(=O)(OC)OC.COP(=O)(OC)OC.COP(=O)(OC)OC.COP(=O)(OC)OC.CCOC(C)=O.CCOC(C)=O.ClCCl.ClCCl",
  "fmax_ha_per_bohr": 0.0765,
  "e_tot_ha": -5583.0519,
  "e_homo_ev": -10.24
}

***

{
  "formula": "C3H9NO2",
  "method": "ωB97M-V/def2-TZVPD",
  "elements": ["C", "C", "C", "N", "O", "O", "H", "H", "H", "H", "H", "H", "H", "H", "H"],
  "coordinates": [[-1.06959, 0.00356, -0.49847], [-1.19491, 1.47579, -0.32100], [-1.08669, -0.90338, 0.55286], [1.36184, -0.31370, 0.01835], [2.62655, 0.09055, 0.56966], [1.70866, -1.22230, -0.98780], [2.30859, -1.87760, -0.59144], [2.42040, 0.89575, 1.06468], [-0.90439, -0.35767, -1.50533], [-1.09055, 1.76532, 0.72584], [-0.43953, 2.00570, -0.90376], [-2.18211, 1.81166, -0.65774], [-1.50070, -0.57406, 1.50225], [-1.30074, -1.94248, 0.32577], [0.34318, -0.85714, 0.70614]],
  "nbo_charge": [0.020, -0.670, -0.656, -0.081, -0.614, -0.580, 0.449, 0.467, 0.209, 0.212, 0.233, 0.228, 0.219, 0.232, 0.331],
  "homo_lumo_gap_ev": [8.61, 8.61],
  "relative_energy_kcal_mol": 156.6,
  "fmax_ha_per_bohr": 0.0510,
  "e_tot_ha": -324.7230,
  "e_homo_ev": [-7.91, -7.91]
}